ORCA calculation (ωB97M-V/def2-TZVPD) on 3 unconnected molecules or ions with the total composition C6H15NO2 in a non-equilibrium geometry.

CARTESIAN COORDINATES (ANGSTROEM)
C: -0.793141 0.968490 -1.337363
C: -0.390948 0.425215 2.175278
C: 1.825179 0.914103 1.434181
C: 0.528712 1.295782 -1.895558
N: 0.511485 0.466886 1.056880
O: -1.699981 0.333144 -2.080072
H: -1.257469 -0.209484 -2.753210
H: -1.227588 1.502903 -0.509685
H: -0.017821 -0.185176 3.018131
H: -1.355612 0.009286 1.863202
H: -0.588584 1.429310 2.592471
H: 2.495482 0.892078 0.570506
H: 1.819015 1.946225 1.830458
H: 2.281772 0.290719 2.224391
H: 0.410358 1.794258 -2.867482
H: 1.075353 1.934549 -1.207977
H: 1.109693 0.378746 -2.069641
C: -1.125604 -2.437778 -0.052849
C: -0.114992 -1.499542 -0.674080
O: 0.476162 -1.782139 -1.701231
H: 0.183672 -0.522238 0.037837
H: -2.100644 -1.941612 -0.037381
H: -1.193713 -3.376749 -0.604595
H: -0.850787 -2.626975 0.987791

Atoms 1-3, force components in eV/Å:
C 0.2 0.3 0.4
C -0.1 -0.2 0.2
C 0.3 -0.1 0.1

**HOMO energy (spin up / spin down)**: -0.2897 / -0.2413 Eh
**Energy**: -12045.421 eV
**Gap between HOMO and LUMO (spin up / spin down)**: 8.648 / 5.835 eV
**Spin multiplicity**: 1
**Energy relative to the best compared isomer or geometry (same formula, charge and spin)**: 138.2 kcal/mol

Here are the Löwdin charges for atoms 1 to 8, given in e: C -0.25; C -0.17; C -0.16; C -0.08; N -0.19; O 0.02; H 0.12; H 0.11